DFT (ωB97M-V with the def2-TZVPD basis set) results for a 10-piece molecular cluster, C34H96F6N8O14S2 overall in a non-equilibrium geometry.

The molecular weight is 1019.3 g mol⁻¹. For the HOMO-LUMO gap, the calculation gives 1.891 eV. Its max |F| is 0.07305 Eh/bohr. The value obtained for the electronic energy is -115308.5668 eV. For the LUMO energy, the calculation gives -9.779 eV. The calculation puts the HOMO energy at -11.67 eV. Its charge is +6.

Positions of all 160 atoms, in Å:
C1 2.86672 -6.31003 7.37891
C2 4.36854 -6.77844 7.09422
C3 5.17159 -5.86661 6.19986
O1 4.52582 -5.55834 4.94130
C4 5.54140 -4.99636 4.05181
N1 4.96818 -7.13448 8.47094
H1 4.47780 -7.83207 9.01223
H2 5.93002 -7.43144 8.38860
H3 5.07781 -6.28952 9.01327
H4 2.26652 -7.16096 7.70105
H5 2.49499 -5.76132 6.51357
H6 2.65356 -5.57869 8.15854
H7 4.40291 -7.76083 6.62322
H8 6.15830 -6.32601 6.14104
H9 5.25315 -4.90615 6.70874
H10 6.39331 -5.66864 3.94998
H11 5.89454 -3.99598 4.30208
H12 5.26039 -4.87678 3.00546
C5 4.57060 7.21587 -3.40734
C6 5.52873 6.86991 -4.58630
C7 6.73998 6.12881 -4.11593
O2 7.49651 5.82453 -5.29561
C8 8.57357 4.92852 -5.09977
N2 4.71000 6.07134 -5.57201
H13 5.24730 5.94557 -6.41794
H14 4.59793 5.17504 -5.12013
H15 3.84209 6.49468 -5.86800
H16 5.03699 8.02273 -2.84204
H17 4.25524 6.33843 -2.84278
H18 3.59420 7.61062 -3.68825
H19 5.68918 7.74665 -5.21373
H20 6.39064 5.19638 -3.67250
H21 7.33419 6.65000 -3.36535
H22 8.32775 3.87813 -4.94372
H23 9.26682 5.26250 -4.32778
H24 9.22167 4.94993 -5.97590
C9 4.65005 -10.03708 1.55208
C10 3.16916 -9.71507 1.18572
C11 3.05295 -9.44843 -0.35846
O3 1.72886 -9.25633 -0.75155
C12 1.11366 -7.92248 -0.64470
N3 2.33551 -10.91201 1.48831
H25 1.39562 -10.87837 1.12007
H26 2.57983 -11.76991 1.01460
H27 2.24109 -11.06789 2.48173
H28 4.98246 -10.80064 0.84882
H29 4.82262 -10.40130 2.56483
H30 5.37892 -9.23515 1.43485
H31 2.76925 -8.93148 1.82926
H32 3.39962 -10.36177 -0.84192
H33 3.74224 -8.66044 -0.66186
H34 0.03374 -8.04288 -0.73067
H35 1.41013 -7.28208 -1.47541
H36 1.24551 -7.34803 0.27222
C13 -3.32219 2.30396 -12.37618
C14 -4.33934 1.63599 -11.49049
C15 -3.96770 0.35049 -10.67150
O4 -2.60480 0.46915 -10.11722
C16 -2.49392 1.08203 -8.80142
N4 -4.84596 2.72435 -10.47722
H37 -5.45399 2.36470 -9.75538
H38 -4.05758 3.20867 -10.07225
H39 -5.37516 3.48666 -10.87588
H40 -2.67097 1.47577 -12.65568
H41 -2.64111 2.92743 -11.79696
H42 -3.68455 2.84954 -13.24747
H43 -5.26525 1.48983 -12.04674
H44 -3.98525 -0.50099 -11.35178
H45 -4.68138 0.19376 -9.86269
H46 -3.14920 1.93773 -8.63874
H47 -1.44385 1.30265 -8.60965
H48 -2.89098 0.31139 -8.14070
C17 -3.95385 6.10619 -2.53893
C18 -5.07193 7.17812 -2.88108
C19 -6.28209 6.96337 -1.99187
O5 -7.30806 7.86318 -2.38084
C20 -8.39517 7.80468 -1.46426
N5 -4.42866 8.50750 -2.57485
H49 -4.21774 8.60028 -1.59149
H50 -3.59504 8.78044 -3.07552
H51 -5.21216 9.13194 -2.70255
H52 -4.14947 5.20928 -3.12661
H53 -3.97597 5.83882 -1.48247
H54 -3.01058 6.53593 -2.87610
H55 -5.38938 7.20505 -3.92348
H56 -6.05963 7.22415 -0.95717
H57 -6.63185 5.93492 -2.08170
H58 -8.10764 8.18751 -0.48504
H59 -8.94980 6.86914 -1.39196
H60 -9.06181 8.53407 -1.92438
C21 -7.12154 -3.76220 -3.56089
C22 -5.59149 -3.65432 -3.54679
C23 -5.04864 -4.20692 -4.87911
O6 -3.57870 -4.13212 -4.84603
C24 -2.93356 -4.90771 -5.77505
N6 -5.22689 -2.17125 -3.36702
H61 -5.76023 -1.59090 -3.99856
H62 -5.49948 -1.90245 -2.43238
H63 -4.24662 -1.96398 -3.49432
H64 -7.45115 -4.80025 -3.51720
H65 -7.59902 -3.42624 -4.48135
H66 -7.66987 -3.20467 -2.80154
H67 -5.18408 -4.33562 -2.79984
H68 -5.52194 -3.63273 -5.67560
H69 -5.35236 -5.25181 -4.94273
H70 -3.24070 -5.94821 -5.66953
H71 -1.86350 -4.88986 -5.56824
H72 -3.20209 -4.74326 -6.81857
C25 -4.29939 5.36697 6.38530
C26 -4.43941 4.37356 5.27656
C27 -5.39755 4.74736 4.06336
O7 -6.69383 4.84159 4.40274
C28 -7.23811 3.59739 4.71935
N7 -3.11126 4.07137 4.58358
H73 -2.38988 3.87883 5.26376
H74 -3.03635 3.40380 3.82937
H75 -2.73653 4.89067 4.12705
H76 -3.47202 5.18732 7.07180
H77 -5.22112 5.38024 6.96698
H78 -4.11423 6.36294 5.98298
H79 -4.78148 3.44187 5.72715
H80 -5.34656 4.09234 3.19362
H81 -5.07858 5.74779 3.77097
H82 -8.31184 3.70036 4.87618
H83 -6.79863 3.14951 5.61062
H84 -7.04357 2.84876 3.95137
C29 -0.72365 -0.51309 11.53816
C30 0.45632 -0.90502 10.69915
C31 0.16299 -0.80890 9.19355
O8 1.36152 -0.95055 8.45660
C32 1.09187 -0.83977 7.09774
N8 1.58959 0.06316 10.95873
H85 2.45060 -0.38823 11.23260
H86 1.86345 0.64137 10.17721
H87 1.35778 0.68234 11.72227
H88 -1.10109 0.50742 11.47347
H89 -0.46777 -0.55922 12.59670
H90 -1.53827 -1.22151 11.38770
H91 0.84479 -1.90518 10.89121
H92 -0.36371 0.12485 8.99658
H93 -0.54120 -1.60587 8.95467
H94 2.00632 -0.64167 6.53861
H95 0.30224 -0.12650 6.86146
H96 0.76970 -1.80650 6.71079
C33 2.00802 -0.50195 -1.20426
F1 3.09982 0.06787 -0.73422
F2 2.24929 -1.17928 -2.32938
F3 1.59453 -1.28147 -0.25687
S1 0.70817 0.92592 -1.44284
O9 0.26889 1.41460 -0.11606
O10 1.44750 1.90916 -2.25523
O11 -0.40761 0.27986 -2.17194
C34 10.13123 1.27616 0.54743
F4 9.11136 1.21421 1.44858
F5 9.80748 0.53529 -0.52887
F6 10.38503 2.52925 0.24892
S2 11.76517 0.68142 1.45819
O12 11.73938 1.23684 2.81292
O13 11.82094 -0.75168 1.57274
O14 12.84584 1.24544 0.64583

Cartesian forces (eV/Å) of the 3 atoms listed first:
0.951 -0.268 -0.293
-3.030 -0.938 0.470
0.009 1.518 0.502